1.
Formula: C3H18N2O7
Source: the Open Molecules 2025 dataset
Level of theory: ωB97M-V/def2-TZVPD

```
30
Properties=species:S:1:pos:R:3:mulliken_spin:R:1
C 0.74 -2.34 -0.62 0.33
C 0.06 -1.67 -1.68 0.35
N -1.05 -1.14 -1.04 -0.04
C -1.02 -1.48 0.34 0.36
N 0.19 -2.09 0.58 -0.05
H 1.71 -2.89 -0.78 0.01
H 0.17 -1.71 -2.69 0.01
H -1.84 -0.74 -1.51 0.00
H -1.75 -1.16 1.03 0.02
H -0.11 2.88 -0.55 0.00
H -0.38 1.51 -0.25 0.00
O -0.44 2.07 -1.02 0.00
H -1.55 -2.08 3.22 0.00
H -0.76 -1.14 3.93 0.00
O -1.67 -1.23 3.61 0.00
H 1.92 -1.12 3.52 0.00
H 0.94 -1.59 2.34 0.00
O 1.05 -0.97 3.11 0.00
H 0.29 0.30 2.13 0.00
H -0.11 1.77 1.54 0.00
O 0.26 0.90 1.35 0.02
H -2.02 0.68 -3.02 0.00
H -2.22 1.61 -1.84 0.00
O -2.56 0.85 -2.18 0.00
H 3.11 1.20 -0.48 0.00
H 1.68 0.98 0.09 0.00
O 2.25 1.52 -0.51 0.00
H 1.71 2.18 -2.53 0.00
H 0.31 2.47 -2.81 0.00
O 1.11 2.41 -3.26 0.00
```

- ΔE to the lowest compared entry with this formula, charge and spin (kcal per mole) = 0.00
- multiplicity = 2
- LUMO (alpha / beta) (eV) = -4.4167 / -8.3680
- HOMO-LUMO gap (alpha / beta) (hartree) = 0.3310 / 0.1857
- net charge = +1
- energy (eV) = -20706.9615
- E_HOMO (alpha / beta) (eV) = -13.4 / -13.4

2.
Formula: C3H18NO6
Source: the Open Molecules 2025 dataset
Level of theory: ωB97M-V/def2-TZVPD

```
28
Properties=species:S:1:pos:R:3:nbo_charge:R:1
C -0.45 -0.05 2.84 -0.11
O -1.07 -0.99 3.76 -0.70
C -0.16 -0.76 1.53 -0.10
C -1.48 -0.97 0.78 -0.08
O -1.17 -1.02 -0.61 -0.75
N 0.66 0.19 0.67 -0.69
H 0.40 0.39 3.37 0.19
H -1.16 0.76 2.73 0.21
H -0.35 -1.34 4.27 0.48
H 0.39 -1.70 1.50 0.23
H -2.10 -1.78 1.14 0.22
H -2.11 -0.08 0.86 0.19
H -1.09 -1.91 -0.97 0.50
H 0.50 -0.01 -0.33 0.48
H 0.44 1.15 0.92 0.44
H 1.65 -0.01 0.78 0.46
H -1.31 0.14 -4.26 0.48
H -0.06 0.84 -3.73 0.48
O -0.35 0.03 -4.16 -0.95
H -1.98 2.69 -0.73 0.48
H -1.09 3.82 -0.14 0.49
O -1.28 2.87 -0.10 -0.97
H 0.35 -1.31 -2.79 0.51
H 1.77 -1.92 -2.72 0.48
O 1.07 -1.53 -2.19 -1.00
H 3.74 1.45 -0.60 0.49
H 3.26 0.24 -1.28 0.49
O 2.99 0.83 -0.56 -0.97
```

- ΔE to the lowest compared entry with this formula, charge and spin (kcal per mole) = 28.63
- LUMO (eV) = -2.7445
- HOMO-LUMO gap (hartree) = 0.4200
- net charge = +1
- energy (eV) = -17172.0047
- E_HOMO (eV) = -14.2

3.
Formula: C3H2
Source: the Open Molecules 2025 dataset
Level of theory: ωB97M-V/def2-TZVPD

```
5
Properties=species:S:1:pos:R:3:nbo_charge:R:1
C 0.13 0.26 -1.02 -0.12
C -1.02 -0.72 1.79 -0.06
C 0.20 0.04 0.19 -0.32
H 0.37 0.30 1.16 0.25
H 0.32 0.12 -2.12 0.26
```

- ΔE to the lowest compared entry with this formula, charge and spin (kcal per mole) = 116.52
- LUMO (alpha / beta) (eV) = -0.6788 / -0.6714
- HOMO-LUMO gap (alpha / beta) (hartree) = 0.2937 / 0.2953
- energy (eV) = -3132.9624
- E_HOMO (alpha / beta) (eV) = -8.7 / -8.7

4.
Formula: C3H20INO12PS3
Source: the Open Molecules 2025 dataset
Level of theory: ωB97M-V/def2-TZVPD

```
41
Properties=species:S:1:pos:R:3:nbo_charge:R:1
O 0.47 -1.24 0.48 -1.03
S -0.02 0.13 0.80 2.20
O -0.85 0.23 2.03 -0.97
C 1.47 1.19 1.12 -0.65
C 1.63 2.37 0.12 -0.44
C 2.40 2.02 -1.20 -0.49
I 4.45 1.37 -0.84 0.04
N -0.71 0.78 -0.58 -1.15
S -2.35 0.50 -0.63 1.92
O -2.72 0.29 -2.06 -0.93
O -2.83 -0.69 0.14 -0.95
P -3.28 2.35 -0.03 1.45
O -2.37 3.11 1.16 -0.94
O -4.87 2.17 0.44 -0.93
S -3.25 3.54 -1.58 -0.56
H 1.31 1.64 2.12 0.25
H 2.36 0.56 1.20 0.27
H 0.66 2.87 -0.10 0.25
H 2.22 3.13 0.66 0.21
H 2.48 2.98 -1.75 0.22
H 1.85 1.29 -1.82 0.25
H -2.14 2.43 1.82 0.51
H -4.87 1.81 1.34 0.49
O 3.88 -0.98 1.35 -0.96
H 3.35 -1.31 0.60 0.50
H 4.42 -1.74 1.60 0.48
O -3.72 -1.45 -4.83 -0.97
H -3.39 -2.27 -4.43 0.48
H -3.37 -0.76 -4.25 0.49
O 2.50 -0.81 4.23 -0.97
H 1.72 -1.38 4.30 0.48
H 2.76 -0.89 3.30 0.48
O 1.00 -3.20 2.93 -0.97
H 0.82 -2.66 2.14 0.50
H 0.15 -3.58 3.14 0.47
O -2.13 -3.01 -2.95 -0.96
H -1.60 -2.50 -2.32 0.49
H -2.97 -3.12 -2.49 0.47
O 2.20 -1.53 -1.64 -0.98
H 1.43 -1.67 -1.05 0.50
H 1.95 -1.95 -2.47 0.47
```

- LUMO (eV) = 2.2634
- HOMO-LUMO gap (hartree) = 0.3170
- net charge = -1
- energy (eV) = -79394.1653
- E_HOMO (eV) = -6.4

5.
Formula: C3H20N2O8
Source: the Open Molecules 2025 dataset
Level of theory: ωB97M-V/def2-TZVPD

```
33
Properties=species:S:1:pos:R:3:nbo_charge:R:1
C -2.92 2.09 -1.06 -0.09
C -2.12 0.87 -0.65 -0.09
O -2.66 0.22 0.50 -0.71
O -2.94 3.07 -0.02 -0.73
H -3.95 1.83 -1.31 0.17
H -2.42 2.51 -1.93 0.18
H -1.07 1.16 -0.46 0.15
H -2.10 0.12 -1.43 0.20
H -2.56 0.81 1.25 0.46
H -3.71 2.89 0.53 0.47
C -0.82 -1.64 3.65 0.77
O -0.47 -2.80 3.51 -0.65
N -0.15 -0.60 3.06 -0.85
N -1.89 -1.27 4.44 -0.85
H -0.54 0.32 3.10 0.37
H 0.57 -0.75 2.38 0.42
H -2.34 -1.99 4.98 0.41
H -1.87 -0.34 4.81 0.37
O 2.36 1.40 -3.23 -0.96
H 3.32 1.46 -3.30 0.49
H 2.03 2.15 -3.72 0.49
O 1.58 -0.72 -1.49 -1.00
H 1.79 0.00 -2.13 0.50
H 1.31 -0.25 -0.69 0.50
O 1.04 -3.15 -3.00 -0.96
H 1.07 -2.22 -2.76 0.49
H 1.96 -3.44 -2.94 0.46
O 4.34 -1.66 -1.80 -0.96
H 3.56 -1.29 -1.36 0.49
H 4.14 -1.59 -2.73 0.46
O 1.64 0.65 1.08 -0.96
H 1.35 1.57 1.15 0.48
H 2.47 0.61 1.57 0.49
```

- ΔE to the lowest compared entry with this formula, charge and spin (kcal per mole) = 27.39
- LUMO (eV) = -0.2053
- HOMO-LUMO gap (hartree) = 0.3470
- energy (eV) = -22796.2861
- E_HOMO (eV) = -9.6

6.
Formula: C3H20NO9
Source: the Open Molecules 2025 dataset
Level of theory: ωB97M-V/def2-TZVPD

```
33
Properties=species:S:1:pos:R:3:nbo_charge:R:1
O 1.45 0.20 -1.25 -0.77
C 1.01 -0.42 -0.27 0.66
N 0.40 0.14 0.81 -0.80
C 0.06 1.55 0.74 0.07
O -1.32 1.70 0.83 -0.80
C 1.20 -1.90 -0.20 -0.70
H -2.15 -0.42 2.55 0.50
H 0.32 2.04 -0.28 0.19
H 0.50 2.09 1.60 0.14
H 0.41 -2.43 -0.74 0.22
H 2.13 -2.16 -0.69 0.23
H 1.21 -2.23 0.85 0.22
H 0.19 -1.19 -3.53 0.47
H 1.32 -0.64 -2.74 0.49
O 1.14 -1.23 -3.50 -1.01
H 2.75 0.20 2.32 0.46
H 1.30 -0.18 2.61 0.50
O 2.21 -0.11 3.03 -0.98
H -1.44 -2.03 -2.13 0.46
H -2.06 -0.65 -2.36 0.51
O -1.80 -1.48 -2.83 -0.99
H -0.68 -1.15 1.48 0.51
H -1.90 -1.47 0.69 0.48
O -1.53 -1.66 1.55 -1.00
H -1.72 1.28 1.64 0.50
H -1.52 0.51 3.54 0.47
O -2.27 0.46 2.98 -0.97
H -2.07 0.97 -0.52 0.51
H -3.45 0.67 -0.98 0.46
O -2.58 0.54 -1.25 -0.99
H 3.15 2.11 0.13 0.45
H 2.24 1.64 -1.09 0.51
O 2.83 2.43 -0.75 -1.00
```

- ΔE to the lowest compared entry with this formula, charge and spin (kcal per mole) = 3.67
- LUMO (eV) = 3.0030
- HOMO-LUMO gap (hartree) = 0.3229
- net charge = -1
- energy (eV) = -23356.3389
- E_HOMO (eV) = -5.8